(1)
This record from the Open Molecules 2025 dataset describes C48H38BeBrCl3GeIO3S2 as an isolated structure. The level of theory is ωB97M-V/def2-TZVPD.

The geometry in XYZ format:
```
98
Properties=species:S:1:pos:R:3:forces:R:3:mulliken_charge:R:1
Be 0.14426 0.88254 0.25713 -0.30 -0.38 -0.18 -0.277
C 8.08404 2.30118 -0.30447 0.04 0.04 0.02 -1.538
C 6.72454 1.68043 -0.20709 -0.02 0.00 0.00 0.891
C 6.56664 0.39177 0.29557 -0.04 -0.03 0.02 -0.998
C 5.31337 -0.19333 0.37720 -0.01 0.08 -0.05 -0.465
C 4.21270 0.52455 -0.07794 0.01 0.08 0.02 0.231
C 4.33716 1.81274 -0.58556 0.14 -0.09 0.01 -0.040
C 5.59348 2.38264 -0.63465 -0.05 -0.02 -0.01 -0.872
S 2.69610 -0.34557 -0.02376 0.19 -0.29 -0.06 1.506
O 1.62917 0.75729 0.26862 0.04 0.40 0.18 0.990
C 2.36375 -0.76341 -1.70347 0.13 -0.22 -0.02 1.637
C 2.03676 0.26273 -2.62423 0.12 -0.04 -0.01 -1.020
C 1.68351 -0.08527 -3.88953 0.04 -0.04 -0.03 -0.838
C 1.61794 -1.45177 -4.27676 -0.06 0.12 -0.09 0.899
C 1.21126 -1.81611 -5.57942 -0.03 -0.05 0.00 -1.078
C 1.13071 -3.13351 -5.93642 0.01 0.07 0.02 -0.737
C 1.44692 -4.14257 -5.00532 0.00 0.00 0.06 -0.942
C 1.85593 -3.81921 -3.74196 -0.03 -0.08 -0.06 -0.929
C 1.95658 -2.46466 -3.34975 0.03 -0.06 0.08 1.332
C 2.37429 -2.10059 -2.03236 -0.15 0.31 0.15 -0.662
C 2.83782 -3.17957 -1.10495 -0.33 -0.01 0.28 -0.396
C 4.10018 -3.78811 -1.37366 -0.09 0.03 0.05 1.080
C 4.98234 -3.28578 -2.36033 0.12 0.04 -0.09 -0.944
C 6.19044 -3.88361 -2.57942 -0.03 -0.01 0.02 -0.923
C 6.57241 -5.02213 -1.83755 -0.08 -0.02 0.04 -0.686
C 5.73750 -5.52881 -0.88275 0.04 0.02 -0.04 -0.944
C 4.48577 -4.92156 -0.62277 -0.04 -0.15 0.16 0.731
C 3.61194 -5.43741 0.37320 0.09 0.10 -0.13 -1.323
C 2.43291 -4.81960 0.65472 0.03 0.12 -0.03 -0.856
C 2.05809 -3.66505 -0.07222 0.12 0.03 -0.13 0.103
S 0.51854 -2.81739 0.31284 0.15 -0.09 0.09 2.023
O -0.61155 -3.56652 -0.28585 0.02 -0.04 -0.13 -0.823
C 0.46322 -3.12772 2.07705 -0.03 -0.01 0.08 -0.345
C 1.47359 -2.71010 2.93689 -0.21 -0.12 0.01 -0.586
C 1.35591 -2.96325 4.29466 0.01 -0.02 -0.02 -0.668
C 0.23904 -3.62094 4.81192 0.06 0.02 0.00 0.747
C 0.13158 -3.92647 6.27824 0.03 0.06 0.10 -1.686
C -0.76423 -4.01417 3.93142 -0.01 -0.01 -0.02 -0.632
C -0.66052 -3.77482 2.56922 0.00 0.02 -0.10 -0.497
H 8.74790 1.92315 0.47026 0.02 -0.01 0.01 0.402
H 8.03092 3.38464 -0.21858 0.01 0.02 0.00 0.398
H 8.53522 2.06786 -1.27034 0.01 -0.01 -0.02 0.306
H 7.43234 -0.15694 0.64210 0.01 0.00 0.01 0.427
H 5.19842 -1.19240 0.78063 -0.02 -0.01 0.01 0.444
H 3.47592 2.36221 -0.93278 -0.05 0.05 0.03 -0.274
H 5.70494 3.38968 -1.01483 0.00 0.03 0.00 0.432
H 2.07108 1.30282 -2.32159 0.01 -0.03 -0.03 0.198
H 1.43125 0.67532 -4.61660 0.02 0.03 -0.04 0.431
H 0.96125 -1.03604 -6.28614 0.00 0.02 -0.03 0.489
H 0.82276 -3.40691 -6.93587 -0.02 0.00 -0.02 0.443
H 1.36228 -5.18066 -5.29464 0.01 -0.02 -0.01 0.482
H 2.09235 -4.60006 -3.03137 -0.01 0.01 -0.03 0.508
H 4.70123 -2.41711 -2.94259 0.00 -0.01 0.01 0.501
H 6.85936 -3.48689 -3.33019 0.02 0.00 -0.03 0.479
H 7.52482 -5.49392 -2.03355 0.03 -0.01 0.00 0.440
H 6.01802 -6.40332 -0.31024 0.02 -0.01 0.00 0.485
H 3.90687 -6.32500 0.91642 0.01 -0.04 0.01 0.462
H 1.77988 -5.19574 1.43099 0.02 -0.02 -0.02 0.724
H 2.37097 -2.25106 2.55720 0.19 0.16 -0.12 0.583
H 2.16261 -2.67939 4.96012 -0.03 0.03 0.00 0.372
H 0.95273 -3.48111 6.84035 -0.05 0.00 -0.02 0.367
H 0.15898 -5.00195 6.45307 -0.02 -0.03 -0.02 0.409
H -0.81089 -3.55916 6.69000 0.03 -0.01 0.00 0.374
H -1.62964 -4.54152 4.31332 -0.03 0.00 0.01 0.475
H -1.42476 -4.10402 1.87516 0.01 0.02 0.02 0.630
Cl -0.66473 5.57927 -0.50523 -0.08 0.25 -0.05 -0.257
Ge 1.02835 4.30169 -0.37459 -0.10 -0.35 -0.15 0.795
Cl 2.65645 5.09032 -1.48035 0.19 0.13 -0.08 -0.234
Cl 1.56877 4.01274 1.67833 0.05 0.06 0.17 -0.274
Br -2.69733 -2.64780 -3.25466 0.06 0.00 -0.04 -0.152
C -3.09455 -2.34230 -1.44525 -0.10 0.02 0.12 0.162
C -4.05690 -3.13161 -0.82916 0.05 0.04 -0.06 -0.498
C -4.37802 -2.92859 0.50184 0.03 -0.01 0.05 -0.760
C -3.73027 -1.94923 1.23917 0.05 -0.04 0.01 -0.592
C -2.75899 -1.16272 0.64008 -0.02 0.03 -0.04 0.175
C -2.45990 -1.36179 -0.69743 -0.20 0.15 -0.02 0.079
I -1.03433 -0.15681 -1.65974 -0.07 -0.03 0.11 0.396
H -4.55165 -3.90182 -1.40316 -0.01 -0.01 -0.01 0.459
H -5.13727 -3.54408 0.96309 -0.02 -0.01 0.01 0.424
H -3.97443 -1.79517 2.28140 0.00 0.00 0.02 0.518
H -2.25007 -0.40432 1.21917 -0.03 -0.02 -0.04 -0.224
C -2.27711 3.33410 1.56391 -0.08 -0.09 0.00 -1.451
C -1.54836 2.13646 2.04807 0.21 -0.03 -0.04 1.137
O -0.77188 1.56641 1.23000 -0.03 0.01 0.14 -0.485
C -1.67539 1.63116 3.39101 -0.04 -0.05 -0.11 0.567
C -1.06271 0.41954 3.75815 0.01 0.02 0.00 0.370
C -1.18865 -0.04423 5.04937 -0.01 0.00 -0.02 -0.535
C -1.90562 0.69713 5.98569 0.00 -0.02 0.02 -0.534
C -2.51146 1.89726 5.63683 0.01 0.02 -0.05 -0.993
C -2.40865 2.36048 4.34010 0.01 -0.04 0.06 -0.563
H -2.33305 3.31330 0.47845 -0.02 0.02 0.02 0.306
H -1.71238 4.22220 1.85748 0.03 0.05 0.03 0.388
H -3.27133 3.40746 1.99720 0.00 0.01 -0.05 0.544
H -0.50208 -0.16068 3.03417 0.00 0.03 0.02 0.086
H -0.72970 -0.98052 5.33072 0.03 -0.05 0.00 0.391
H -1.99542 0.33235 7.00031 0.00 -0.01 0.01 0.454
H -3.06158 2.46402 6.37397 -0.01 0.01 0.01 0.431
H -2.88072 3.29403 4.07094 0.00 0.01 0.01 0.420
```
Forces are in eV/Å.

## Properties
HOMO energy (spin up / spin down) = -12.726 / -12.727 eV
LUMO energy (spin up / spin down) = -6.28 / -7.24 eV
Charge = +2
Orbital gap (spin up / spin down) = 6.4 / 5.5 eV
Multiplicity = 2

---

(2)
This record from the Open Molecules 2025 dataset describes C39H51BCl2N10O3RuS3 as an isolated structure. The level of theory is ωB97M-V/def2-TZVPD.

The geometry in XYZ format:
```
110
Properties=species:S:1:pos:R:3:forces:R:3:mulliken_charge:R:1
Ru -0.04055 -0.33751 0.58364 -0.57 -0.16 -1.60 1.120
C 3.11887 -0.92270 -4.07144 -0.03 0.08 0.06 -1.564
C 1.61028 -1.11421 -4.23333 -0.03 0.07 0.10 1.194
C 1.09261 -2.30496 -3.42311 -0.14 0.04 -0.02 -1.162
C 1.30311 -1.37689 -5.70492 -0.04 0.08 -0.07 -2.225
N 0.90024 0.14712 -3.80795 0.24 -0.12 -0.15 0.603
C 0.14493 0.92963 -4.67338 0.03 -0.35 0.06 -0.212
C -0.31238 1.97427 -3.96738 0.01 0.19 0.23 -1.405
N 0.17683 1.86409 -2.68198 0.06 0.20 0.03 0.015
B -0.26870 2.89341 -1.61000 -0.01 -0.20 0.17 0.884
N -1.67526 2.52323 -1.04763 0.06 0.07 -0.11 0.078
C -2.51090 3.54100 -0.64910 0.23 0.03 -0.06 -1.293
C -3.69616 2.99985 -0.33318 -0.16 -0.25 0.04 -0.351
N -3.60038 1.62967 -0.53268 -0.22 -0.09 0.13 0.596
C -2.33640 1.35040 -0.94227 -0.26 0.29 -0.02 0.163
S -1.61109 -0.20547 -1.27087 0.60 0.17 1.01 -0.434
C -4.86048 0.79604 -0.33606 0.14 0.07 -0.09 1.470
C -5.90290 1.33431 -1.32096 0.05 0.08 0.00 -1.822
C -4.68068 -0.69332 -0.59580 0.15 0.00 -0.08 -2.006
C -5.30794 0.98070 1.11061 0.02 0.05 0.12 -1.542
N 0.81902 3.10928 -0.51835 -0.16 0.00 -0.16 0.187
C 1.95289 3.81088 -0.86621 -0.21 0.00 -0.17 -1.396
C 2.72833 3.90889 0.22325 0.07 -0.14 0.29 -0.254
N 2.07646 3.24813 1.25668 0.16 0.03 0.21 0.607
C 0.90807 2.74836 0.77485 0.20 0.20 -0.10 0.031
S -0.28524 1.81374 1.63920 0.29 -0.60 -0.44 -0.470
C 2.60744 3.20225 2.67688 -0.12 0.07 -0.11 1.366
C 3.93606 3.95290 2.72181 0.03 0.06 -0.11 -2.221
C 2.85696 1.76096 3.10593 0.03 -0.04 -0.06 -1.469
C 1.61826 3.91337 3.60270 -0.06 0.01 -0.10 -1.632
C 0.91140 0.74058 -2.58423 -0.32 0.05 -0.33 0.112
S 1.71198 0.16916 -1.15375 -0.39 0.11 0.50 -0.280
H 3.63950 -1.81250 -4.43258 -0.05 0.05 0.01 0.468
H 3.38960 -0.76378 -3.02818 0.00 -0.01 -0.04 0.292
H 3.45580 -0.06342 -4.65759 -0.01 -0.07 0.03 0.400
H 1.59239 -3.20997 -3.77765 -0.05 0.05 0.01 0.529
H 0.01382 -2.41918 -3.57639 0.11 0.00 0.00 0.334
H 1.28224 -2.19283 -2.35960 0.04 0.05 0.06 -0.001
H 1.82216 -2.28888 -5.99693 -0.02 0.01 0.00 0.446
H 1.66080 -0.57129 -6.35069 -0.01 -0.07 0.04 0.516
H 0.23385 -1.52957 -5.87390 0.09 -0.01 -0.01 0.474
H -0.02483 0.67466 -5.70300 0.08 0.02 0.10 0.557
H -0.94239 2.79736 -4.26960 0.12 -0.10 0.08 0.630
H -0.39743 3.95434 -2.17339 -0.01 -0.12 0.01 -0.234
H -2.18458 4.56985 -0.62816 -0.03 -0.16 -0.04 0.650
H -4.59732 3.47304 0.01255 0.04 -0.07 -0.04 0.579
H -5.53956 1.25019 -2.34813 -0.03 0.00 0.06 0.404
H -6.15704 2.37791 -1.12692 0.00 -0.07 -0.02 0.396
H -6.81569 0.74417 -1.22883 0.03 0.03 0.01 0.442
H -4.39790 -0.89862 -1.62920 0.00 0.00 0.03 0.480
H -5.65112 -1.16250 -0.40810 0.09 0.05 -0.03 0.605
H -3.93912 -1.12362 0.07120 0.01 0.00 0.01 0.134
H -5.54730 2.01997 1.34694 0.02 -0.07 0.00 0.392
H -4.52322 0.63493 1.78690 -0.04 -0.01 0.02 0.212
H -6.21124 0.38830 1.27921 0.06 0.04 0.01 0.516
H 2.10772 4.18812 -1.86644 -0.06 -0.06 0.16 0.601
H 3.68480 4.38251 0.33760 -0.09 -0.03 0.04 0.560
H 4.68914 3.48308 2.08360 -0.04 0.05 0.07 0.460
H 4.30177 3.91968 3.74705 0.00 -0.01 -0.01 0.455
H 3.82493 5.00366 2.44159 0.02 -0.07 0.05 0.509
H 3.57989 1.28416 2.44159 -0.01 0.00 0.03 0.377
H 1.94966 1.16917 3.10016 -0.13 -0.05 -0.01 0.150
H 3.25891 1.76481 4.12232 0.00 0.01 -0.09 0.500
H 1.41770 4.92504 3.23919 0.02 -0.06 0.05 0.393
H 2.05114 3.98609 4.60276 -0.02 -0.02 -0.07 0.482
H 0.67625 3.37327 3.67755 0.00 -0.01 -0.02 0.309
C 1.50138 -5.80854 1.66891 0.00 0.15 -0.05 -1.045
N 1.53400 -4.43319 1.20509 0.10 -0.06 0.10 0.008
C 2.41948 -3.42213 1.76414 -0.04 0.02 -0.09 -0.784
C 1.85096 -2.17421 1.12214 0.24 0.18 0.05 0.224
O 2.17197 -1.00978 1.35229 -0.26 -0.25 0.31 -0.538
N 0.85061 -2.50545 0.26720 -0.13 0.42 -0.17 -0.064
C 0.64565 -3.81610 0.41934 -0.17 -0.06 -0.06 0.416
N -0.35721 -4.43812 -0.19894 -0.05 0.08 0.02 -0.362
H 2.51946 -6.17455 1.77583 0.04 0.00 -0.02 0.343
H 0.99944 -6.44562 0.94463 0.02 -0.01 -0.05 0.379
H 0.99642 -5.89358 2.63164 -0.04 0.02 0.03 0.305
H 3.45941 -3.57397 1.47282 0.04 -0.05 0.00 0.403
H 2.34938 -3.36671 2.84994 -0.05 0.04 0.03 0.390
H -1.00740 -3.86237 -0.70673 -0.03 -0.02 -0.03 0.181
H -0.60277 -5.38936 0.00168 -0.01 -0.01 -0.01 0.189
Cl -7.82684 -2.06617 3.36710 0.00 0.00 -0.01 -0.232
C -7.30941 -0.55602 4.06495 0.03 0.00 0.03 0.563
C -8.25622 0.42466 4.28535 -0.07 0.01 -0.02 -0.624
C -7.86713 1.63755 4.82877 -0.02 0.04 0.01 -0.486
C -6.53024 1.86065 5.10561 -0.01 0.09 0.04 -0.838
C -5.58375 0.88169 4.84881 0.00 -0.01 -0.09 1.308
Cl -3.91829 1.31320 5.05707 0.06 -0.12 -0.04 -0.122
C -5.94543 -0.38074 4.35383 -0.01 -0.16 0.01 -1.065
N -5.04755 -1.39818 4.05574 0.40 0.40 0.00 0.139
C -3.96911 -1.84045 4.86011 -0.31 0.05 0.03 -0.140
C -4.02841 -1.68601 6.24302 -0.08 0.06 0.06 -0.113
C -2.98957 -2.10958 7.04999 0.00 0.03 0.08 -0.670
C -1.88245 -2.72660 6.48525 0.05 -0.03 -0.02 -0.874
C -1.84221 -2.91556 5.11429 0.03 -0.04 -0.10 -0.261
C -2.87043 -2.47707 4.28135 0.10 -0.07 -0.17 0.232
C -2.72815 -2.67509 2.77690 0.03 0.30 0.33 -1.150
C -1.75009 -1.66480 2.20260 0.18 0.13 0.43 1.644
O -2.16573 -0.67228 1.55067 0.51 -0.10 -0.10 -0.234
O -0.51527 -1.83817 2.38402 -0.11 0.09 0.01 -0.848
H -9.29312 0.23089 4.04242 0.06 -0.02 0.00 0.447
H -8.60024 2.41136 5.01868 0.04 -0.06 0.00 0.413
H -6.19818 2.81400 5.49936 -0.01 -0.08 -0.03 0.435
H -5.37953 -2.04995 3.37244 -0.12 -0.19 -0.09 0.393
H -4.90863 -1.22753 6.68120 0.07 -0.01 -0.02 0.502
H -3.04972 -1.96801 8.12368 -0.01 -0.01 -0.09 0.408
H -1.06213 -3.06279 7.10870 -0.06 0.01 -0.05 0.408
H -0.98265 -3.39824 4.65663 -0.08 0.06 0.06 0.357
H -3.66777 -2.56805 2.24416 -0.11 -0.03 0.03 0.268
H -2.32525 -3.66968 2.59041 0.00 -0.06 -0.03 0.393
```
Forces are in eV/Å.

## Properties
ΔE to the lowest compared entry with this formula, charge and spin = 0.00 kcal per mole
HOMO energy (spin up / spin down) = -9.536 / -9.535 eV
LUMO energy (spin up / spin down) = -2.83 / -2.39 eV
Charge = +1
Orbital gap (spin up / spin down) = 6.7 / 7.1 eV
Multiplicity = 2

---

In order of appearance, F_max = 0.010 0.033 Eh/bohr.
In order of appearance, total energy = -9217.658581 -4524.778511 Eh.